{"formula": "C43H48GeN2O8PReS", "method": "ωB97M-V with the def2-TZVPD basis set", "e_tot_ha": -5273.409527, "multiplicity": 4, "homo_lumo_gap_ev": [7.2, 6.9], "lumo_ev": [-3.64, -4.30], "homo_energy_ev": [-10.870, -11.162], "charge": 1, "symbols": ["Re", "O", "C", "O", "C", "C", "C", "C", "C", "N", "C", "O", "O", "H", "H", "H", "C", "C", "C", "C", "C", "C", "P", "C", "C", "C", "C", "C", "C", "C", "C", "C", "C", "C", "C", "H", "H", "H", "H", "H", "H", "H", "H", "H", "H", "H", "H", "H", "H", "C", "C", "C", "C", "Ge", "C", "C", "C", "C", "H", "H", "H", "H", "H", "H", "H", "H", "H", "H", "H", "H", "H", "H", "H", "H", "H", "H", "H", "C", "C", "C", "C", "C", "C", "C", "S", "O", "O", "N", "C", "C", "C", "O", "O", "H", "H", "H", "H", "H", "H", "H", "H", "H", "H", "H", "H"], "coordinates": [[2.128788, -0.082225, 0.262168], [1.398633, 2.257154, -3.111090], [1.764767, 1.479757, -2.287506], [1.359483, 1.536460, -0.973093], [2.629727, 0.299079, -2.619870], [3.164964, 0.035069, -3.853059], [3.826585, -1.182311, -4.033683], [3.899599, -2.100667, -2.993965], [3.347920, -1.755277, -1.781007], [2.758332, -0.575137, -1.622447], [3.319851, -2.595580, -0.524694], [3.708072, -3.722603, -0.522370], [2.809918, -1.937511, 0.529518], [3.049451, 0.760409, -4.648016], [4.271558, -1.414309, -4.992608], [4.366763, -3.071713, -3.100883], [3.276251, -1.441332, 6.560805], [3.275817, -0.053939, 6.505869], [2.956375, 0.597253, 5.320866], [2.639315, -0.153206, 4.192420], [2.643426, -1.545227, 4.244220], [2.964178, -2.187196, 5.430239], [2.347638, 0.676522, 2.622008], [1.563504, 2.294318, 2.877525], [0.574929, 2.465727, 3.846355], [-0.063458, 3.692592, 3.972588], [0.277206, 4.746302, 3.133897], [1.251837, 4.573591, 2.159741], [1.891997, 3.349506, 2.026755], [4.017441, 1.071184, 2.028480], [5.189933, 1.477362, 2.653187], [6.317659, 1.683495, 1.870529], [6.274672, 1.479102, 0.488949], [5.116592, 1.030070, -0.128683], [3.977634, 0.800419, 0.650729], [3.519995, -1.943775, 7.489618], [3.526150, 0.525812, 7.386238], [2.952206, 1.680850, 5.279870], [2.407593, -2.120302, 3.354329], [2.970532, -3.269876, 5.475124], [0.297663, 1.633857, 4.483905], [-0.832670, 3.823134, 4.724082], [-0.217957, 5.703930, 3.239530], [1.519179, 5.397814, 1.508379], [2.656234, 3.221137, 1.268229], [5.225647, 1.629248, 3.726633], [7.242886, 2.006846, 2.333919], [7.163533, 1.658726, -0.105245], [5.120152, 0.851979, -1.201344], [-3.517201, -0.200535, -3.688600], [-2.128071, -0.784709, -3.421014], [-1.148129, 0.240963, -2.854095], [-1.611222, 0.833266, -1.516447], [-0.548174, 2.292758, -0.842647], [-0.677251, 4.077719, -1.562356], [-0.996893, 4.283595, -3.047052], [-2.371205, 3.766322, -3.470611], [-2.531323, 3.730513, -4.988502], [-4.113372, -0.887819, -4.292436], [-3.450944, 0.745503, -4.237758], [-4.070120, -0.019930, -2.763088], [-1.713832, -1.163869, -4.359236], [-2.192862, -1.632394, -2.740027], [-0.992957, 1.031441, -3.595299], [-0.183003, -0.259237, -2.708267], [-1.642321, 0.068559, -0.742246], [-2.614264, 1.257503, -1.617535], [-0.411600, 2.361546, 0.677814], [0.251246, 4.577875, -1.277454], [-1.473799, 4.506316, -0.937537], [-0.226701, 3.820777, -3.659500], [-0.953544, 5.357622, -3.247084], [-3.149107, 4.400394, -3.034402], [-2.525232, 2.758650, -3.075516], [-2.377684, 4.722455, -5.421890], [-3.528124, 3.391879, -5.276810], [-1.800783, 3.051649, -5.439657], [-7.771543, -2.697075, -0.120401], [-6.330723, -3.128799, -0.219122], [-5.651571, -3.046569, -1.435642], [-4.337683, -3.462613, -1.550870], [-3.686928, -3.972724, -0.431412], [-4.339778, -4.066409, 0.791402], [-5.655587, -3.633490, 0.887656], [-2.061483, -4.598938, -0.659951], [-1.377351, -3.674191, -1.524819], [-2.143787, -5.986049, -1.007256], [-1.399351, -4.532748, 0.835561], [-0.465967, -3.431366, 1.167161], [-1.172287, -2.267730, 1.884614], [-0.282746, -1.046242, 1.921784], [0.061915, -0.552684, 2.976661], [0.149162, -0.617047, 0.736576], [-7.939149, -1.760001, -0.652045], [-8.080424, -2.571212, 0.916344], [-8.423466, -3.448602, -0.573459], [-6.167404, -2.657120, -2.308645], [-3.813178, -3.392651, -2.496597], [-3.821096, -4.466846, 1.653505], [-6.166870, -3.695231, 1.843220], [-1.075536, -5.464507, 1.068878], [-0.017064, -3.051256, 0.259441], [0.328835, -3.835299, 1.792408], [-1.425189, -2.538061, 2.903985], [-2.083764, -2.019821, 1.333103]], "atomic_forces_ev_per_a": [[-0.861, -0.357, 1.023], [-0.070, 0.277, -0.048], [0.190, -0.207, 0.407], [-0.134, -0.178, -0.794], [-0.209, 0.118, 0.363], [0.155, -0.057, -0.367], [-0.019, 0.089, -0.030], [0.122, -0.150, -0.211], [-0.032, 0.128, 0.297], [-0.241, -0.034, -0.318], [-0.085, 0.258, 0.266], [0.068, -0.206, 0.147], [0.000, 0.007, -0.383], [0.025, -0.067, 0.003], [-0.042, -0.004, 0.022], [-0.006, 0.067, -0.012], [-0.006, 0.012, -0.003], [0.010, 0.024, -0.012], [0.025, -0.047, 0.035], [-0.303, -0.204, -0.057], [0.041, 0.010, -0.023], [0.020, 0.006, 0.003], [0.830, 0.579, -0.117], [-0.213, -0.133, 0.167], [-0.038, -0.048, -0.099], [0.005, -0.044, -0.014], [-0.033, -0.016, -0.009], [0.011, -0.009, -0.003], [0.069, 0.050, 0.066], [0.196, -0.032, -0.168], [-0.031, 0.111, -0.001], [0.008, 0.008, -0.007], [-0.004, 0.022, 0.024], [0.022, -0.011, 0.100], [-0.145, 0.014, -0.152], [-0.008, 0.030, -0.061], [-0.028, -0.031, -0.041], [-0.011, -0.034, 0.018], [0.000, 0.025, 0.077], [-0.002, 0.067, -0.011], [0.009, 0.060, -0.021], [0.052, -0.003, -0.018], [0.017, -0.036, 0.000], [0.005, -0.049, 0.029], [0.009, 0.013, 0.021], [0.011, 0.008, -0.054], [-0.061, -0.023, -0.039], [-0.029, -0.010, 0.053], [0.000, -0.007, 0.084], [0.053, -0.070, -0.011], [-0.132, 0.164, -0.103], [-0.056, -0.063, 0.076], [0.039, -0.094, -0.226], [0.347, -0.147, 0.589], [0.030, 0.086, -0.253], [-0.098, 0.056, 0.133], [0.051, 0.036, -0.075], [0.013, 0.028, 0.043], [0.013, 0.036, 0.049], [-0.004, -0.077, 0.029], [0.028, 0.008, -0.053], [0.003, -0.025, 0.041], [-0.003, -0.084, 0.040], [0.018, 0.033, 0.022], [0.007, 0.036, -0.008], [-0.010, -0.057, -0.014], [-0.017, -0.048, 0.048], [-0.149, -0.036, 0.042], [-0.046, 0.086, 0.015], [0.091, 0.058, -0.005], [0.043, -0.016, -0.017], [0.036, -0.007, -0.063], [0.001, -0.065, 0.046], [-0.048, 0.040, -0.024], [-0.002, -0.070, 0.019], [0.045, 0.018, 0.012], [-0.045, 0.058, 0.021], [0.073, -0.086, -0.047], [-0.084, 0.058, -0.004], [-0.061, 0.026, -0.054], [0.007, 0.027, 0.066], [-0.224, 0.032, 0.051], [0.007, 0.038, -0.151], [0.024, -0.030, 0.069], [-0.076, 0.057, -0.168], [0.056, 0.069, -0.095], [0.023, 0.007, 0.054], [0.609, 0.097, 0.344], [-0.430, -0.032, 0.038], [0.003, -0.118, -0.404], [0.420, -0.173, -0.405], [-0.079, 0.319, 0.110], [0.234, -0.248, 0.088], [0.006, -0.003, 0.024], [0.017, 0.012, -0.016], [0.031, 0.031, 0.024], [0.048, -0.015, 0.077], [-0.042, -0.027, 0.044], [-0.045, 0.028, -0.050], [0.033, -0.002, -0.079], [0.004, 0.118, 0.085], [0.135, -0.005, -0.226], [-0.034, -0.072, 0.018], [-0.138, 0.039, 0.083], [-0.012, -0.012, 0.021]]}